Record 1
Entry from the OMol25 dataset: an isolated molecule of C6H13N in a non-equilibrium geometry (ωB97M-V/def2-TZVPD).

The calculation puts the highest occupied orbital energy at -0.2663 Eh. The spin multiplicity is 1.

Each atom is followed by the atoms it is bonded to, with distances in Å.
Atoms and positions in Å:
1 C -2.676 0.048 -0.785  N2 1.429, H8 1.118, H9 1.095, H10 1.106
2 N -2.053 -0.379 0.428  C1 1.429, C3 1.393
3 C -0.740 -0.751 0.150  N2 1.393, C4 1.786, C7 1.516, H12 1.092
4 C 0.355 0.366 -0.711  C3 1.786, C5 1.419, H13 1.104, H14 1.127
5 C 1.686 -0.046 -0.443  C4 1.419, C6 1.496, H15 1.085
6 C 2.421 1.116 0.144  C5 1.496, H11 1.257, H16 1.113, H17 1.092
7 C -0.056 -1.149 1.442  C3 1.516, H18 1.105, H19 1.108, H20 1.093
8 H -2.176 0.911 -1.290  C1 1.118
9 H -3.662 0.473 -0.568  C1 1.095
10 H -2.730 -0.748 -1.552  C1 1.106
11 H 2.176 2.197 -0.450  C6 1.257
12 H -0.819 -1.696 -0.392  C3 1.092
13 H 0.182 1.140 0.057  C4 1.104
14 H -0.213 0.488 -1.677  C4 1.127
15 H 2.437 -0.515 -1.070  C5 1.085
16 H 2.087 1.515 1.128  C6 1.113
17 H 3.492 0.952 0.289  C6 1.092
18 H 0.208 -0.360 2.171  C7 1.105
19 H -0.767 -1.846 1.928  C7 1.108
20 H 0.847 -1.717 1.201  C7 1.093

***

Record 2
Entry from the OMol25 dataset: a cluster of 2 separate species, C6H13N in total (ωB97M-V/def2-TZVPD).

The calculation puts the highest occupied orbital energy at -0.3353 Eh. The spin multiplicity is 1. Its SMILES is C=C(C)C.C=NC.

Each atom is followed by the atoms it is bonded to, with distances in Å.
Atoms and positions in Å:
1 C -0.866 -0.176 1.385  C2 1.328, H5 1.082, H6 1.084
2 C -1.241 1.071 1.127  C1 1.328, C3 1.500, C4 1.499
3 C -2.214 1.792 2.012  C2 1.500, H7 1.093, H8 1.088, H9 1.091
4 C -0.750 1.815 -0.078  C2 1.499, H10 1.087, H11 1.094, H12 1.093
5 H -0.206 -0.753 0.750  C1 1.082
6 H -1.152 -0.627 2.328  C1 1.084
7 H -1.826 2.770 2.309  C3 1.093
8 H -2.412 1.210 2.909  C3 1.088
9 H -3.159 1.959 1.491  C3 1.091
10 H -0.048 1.215 -0.653  C4 1.087
11 H -0.231 2.728 0.230  C4 1.094
12 H -1.569 2.141 -0.725  C4 1.093
13 C 0.725 -1.124 -1.963  N14 1.257, H16 1.087, H17 1.096
14 N 1.357 -1.805 -1.116  C13 1.257, C15 1.448
15 C 2.800 -1.852 -1.227  N14 1.448, H18 1.091, H19 1.097, H20 1.089
16 H -0.361 -1.094 -1.909  C13 1.087
17 H 1.246 -0.542 -2.732  C13 1.096
18 H 3.236 -1.570 -0.268  C15 1.091
19 H 3.199 -1.182 -1.999  C15 1.097
20 H 3.114 -2.874 -1.436  C15 1.089

***

Record 3
Entry from the OMol25 dataset: an isolated molecule of C6H13N in a non-equilibrium geometry (ωB97M-V/def2-TZVPD).

The calculation puts the highest occupied orbital energy at -0.2878 Eh. The spin multiplicity is 1. Its SMILES is CCCC/C=C\N.

Each atom is followed by the atoms it is bonded to, with distances in Å.
Atoms and positions in Å:
1 C -2.327 0.561 1.669  C2 1.544, H8 1.087, H9 1.104, H10 1.097
2 C -1.545 -0.649 1.115  C1 1.544, C3 1.530, H11 1.094, H12 1.098
3 C -0.438 -0.168 0.175  C2 1.530, C4 1.540, H13 1.107, H14 1.097
4 C 0.462 -1.181 -0.557  C3 1.540, C5 1.519, H15 1.100, H16 1.089
5 C 1.159 -0.561 -1.756  C4 1.519, C6 1.352, H17 1.083
6 C 2.211 0.277 -1.612  C5 1.352, N7 1.384, H18 1.089
7 N 2.426 1.160 -0.569  C6 1.384, H19 1.004, H20 1.002
8 H -3.136 0.298 2.346  C1 1.087
9 H -1.779 1.369 2.186  C1 1.104
10 H -2.887 1.102 0.896  C1 1.097
11 H -1.131 -1.175 1.980  C2 1.094
12 H -2.182 -1.376 0.594  C2 1.098
13 H 0.106 0.597 0.761  C3 1.107
14 H -0.878 0.510 -0.567  C3 1.097
15 H 1.239 -1.540 0.135  C4 1.100
16 H -0.207 -2.001 -0.812  C4 1.089
17 H 1.091 -1.027 -2.731  C5 1.083
18 H 2.981 0.358 -2.378  C6 1.089
19 H 1.638 1.653 -0.191  N7 1.004
20 H 3.196 1.793 -0.682  N7 1.002

***

Record 4
Entry from the OMol25 dataset: an isolated molecule of C6H13N in a non-equilibrium geometry (ωB97M-V/def2-TZVPD).

The calculation puts the highest occupied orbital energy at -0.3105 Eh. The spin multiplicity is 1. Its SMILES is C[C@@H]1CCCN1C.

Each atom is followed by the atoms it is bonded to, with distances in Å.
Atoms and positions in Å:
1 C -0.404 1.796 1.305  C2 1.526, H8 1.229, H9 1.112, H10 1.107
2 C -0.451 0.439 0.610  C1 1.526, C3 1.578, N6 1.513, H11 1.090
3 C 0.307 -0.774 1.276  C2 1.578, C4 1.506, H12 1.254, H13 1.179
4 C 0.043 -1.947 0.370  C3 1.506, C5 1.689, H14 1.112, H15 1.123
5 C 0.260 -1.121 -1.088  C4 1.689, N6 1.451, H16 1.147, H17 1.225
6 N 0.369 0.258 -0.649  C2 1.513, C5 1.451, C7 1.400
7 C -0.033 1.066 -1.720  N6 1.400, H18 1.094, H19 1.046, H20 1.136
8 H 0.416 1.746 2.219  C1 1.229
9 H 0.010 2.655 0.732  C1 1.112
10 H -1.342 2.079 1.820  C1 1.107
11 H -1.488 0.311 0.298  C2 1.090
12 H 1.533 -0.527 1.375  C3 1.254
13 H -0.075 -0.923 2.381  C3 1.179
14 H -1.012 -2.278 0.253  C4 1.112
15 H 0.812 -2.757 0.481  C4 1.123
16 H 1.272 -1.500 -1.472  C5 1.147
17 H -0.631 -1.434 -1.869  C5 1.225
18 H -0.563 0.683 -2.597  C7 1.094
19 H -0.695 1.800 -1.380  C7 1.046
20 H 0.848 1.592 -2.208  C7 1.136

***

Record 5
Entry from the OMol25 dataset: an isolated molecule of C6H13N in a non-equilibrium geometry (ωB97M-V/def2-TZVPD).

The calculation puts the highest occupied orbital energy at -0.2858 Eh. The spin multiplicity is 1. Its SMILES is CCC/C=C/NC.

Each atom is followed by the atoms it is bonded to, with distances in Å.
Atoms and positions in Å:
1 C -0.453 -2.162 -2.652  C2 1.576, H8 1.090, H9 1.089, H10 1.091
2 C 0.555 -1.224 -1.885  C1 1.576, C3 1.486, H11 1.098, H12 1.132
3 C 0.096 0.043 -1.259  C2 1.486, C4 1.534, H13 1.106, H14 1.113
4 C -0.073 -0.074 0.261  C3 1.534, C5 1.333, H15 1.091
5 C -0.194 1.014 1.021  C4 1.333, N6 1.407, H16 1.072
6 N -0.673 1.082 2.343  C5 1.407, C7 1.442, H17 1.017
7 C 0.118 2.010 3.113  N6 1.442, H18 1.096, H19 1.127, H20 1.106
8 H -0.740 -1.670 -3.582  C1 1.090
9 H -1.274 -2.459 -2.003  C1 1.089
10 H 0.142 -3.036 -2.923  C1 1.091
11 H 0.851 -1.867 -1.045  C2 1.098
12 H 1.417 -1.059 -2.599  C2 1.132
13 H 0.560 1.037 -1.401  C3 1.106
14 H -0.973 0.300 -1.432  C3 1.113
15 H 0.237 -1.019 0.711  C4 1.091
16 H 0.156 1.933 0.597  C5 1.072
17 H -0.787 0.133 2.688  N6 1.017
18 H -0.046 2.114 4.192  C7 1.096
19 H 1.233 1.865 3.040  C7 1.127
20 H -0.153 3.040 2.813  C7 1.106

***

Record 6
Entry from the OMol25 dataset: an isolated molecule of C6H13N in a non-equilibrium geometry (ωB97M-V/def2-TZVPD).

The calculation puts the highest occupied orbital energy at -0.2998 Eh. The spin multiplicity is 1. Its SMILES is C/C=C(/C)[C@H](C)N.

Each atom is followed by the atoms it is bonded to, with distances in Å.
Atoms and positions in Å:
1 C -2.207 1.037 0.506  C2 1.523, H8 1.092, H9 1.093, H10 1.090
2 C -1.320 -0.181 0.728  C1 1.523, C3 1.390, H11 1.097
3 C -0.233 -0.546 -0.057  C2 1.390, C4 1.493, C5 1.462
4 C -0.087 -1.801 -0.853  C3 1.493, H12 1.092, H13 1.092, H14 1.095
5 C 0.841 0.419 0.168  C3 1.462, C6 1.516, N7 1.471, H15 1.330
6 C 1.609 0.878 -1.056  C5 1.516, H16 1.095, H17 1.090, H18 1.090
7 N 1.790 0.204 1.272  C5 1.471, H19 1.018, H20 1.014
8 H -2.501 1.466 1.466  C1 1.092
9 H -3.121 0.741 -0.017  C1 1.093
10 H -1.701 1.812 -0.069  C1 1.090
11 H -1.936 -1.008 1.103  C2 1.097
12 H -0.819 -2.540 -0.519  C4 1.092
13 H 0.914 -2.232 -0.778  C4 1.092
14 H -0.285 -1.609 -1.913  C4 1.095
15 H -0.079 0.992 0.939  C5 1.330
16 H 2.379 0.149 -1.331  C6 1.095
17 H 0.954 1.009 -1.917  C6 1.090
18 H 2.115 1.818 -0.842  C6 1.090
19 H 2.388 -0.587 1.041  N7 1.018
20 H 1.298 -0.021 2.129  N7 1.014

***

Record 7
Entry from the OMol25 dataset: an isolated molecule of C6H13N in a non-equilibrium geometry (ωB97M-V/def2-TZVPD).

The calculation puts the highest occupied orbital energy at -0.3378 Eh. The spin multiplicity is 1. Its SMILES is CCCN1C[C@H]1C.

Each atom is followed by the atoms it is bonded to, with distances in Å.
Atoms and positions in Å:
1 C -1.356 -0.460 -2.743  C2 1.521, H8 1.096, H9 1.096, H10 1.092
2 C -0.348 0.249 -1.851  C1 1.521, C3 1.527, H11 1.097, H12 1.099
3 C -0.584 -0.166 -0.400  C2 1.527, N4 1.441, H13 1.136, H14 1.100
4 N 0.380 0.445 0.479  C3 1.441, C5 1.440, C6 1.449
5 C 1.494 -0.437 0.716  N4 1.440, C6 1.495, H15 1.088, H16 1.112
6 C 0.543 -0.091 1.816  N4 1.449, C5 1.495, C7 1.514, H17 1.094
7 C 0.684 0.962 2.895  C6 1.514, H18 1.094, H19 1.094, H20 1.099
8 H -2.371 -0.113 -2.519  C1 1.096
9 H -1.326 -1.539 -2.553  C1 1.096
10 H -1.164 -0.290 -3.805  C1 1.092
11 H 0.679 -0.038 -2.107  C2 1.097
12 H -0.403 1.336 -2.000  C2 1.099
13 H -0.422 -1.289 -0.349  C3 1.136
14 H -1.594 0.114 -0.067  C3 1.100
15 H 2.499 -0.034 0.610  C5 1.088
16 H 1.273 -1.430 0.267  C5 1.112
17 H -0.072 -0.947 2.111  C6 1.094
18 H 1.220 0.605 3.779  C7 1.094
19 H 1.185 1.852 2.503  C7 1.094
20 H -0.319 1.272 3.220  C7 1.099

***

Record 8
Entry from the OMol25 dataset: an isolated molecule of C6H13N in a non-equilibrium geometry (ωB97M-V/def2-TZVPD).

The calculation puts the highest occupied orbital energy at -0.3319 Eh. The spin multiplicity is 1. Its SMILES is C=C(CC)CCN.

Each atom is followed by the atoms it is bonded to, with distances in Å.
Atoms and positions in Å:
1 C 0.760 -0.828 -1.399  C2 1.332, H8 1.083, H9 1.085
2 C 0.540 -0.049 -0.342  C1 1.332, C3 1.489, C5 1.511
3 C 0.648 -0.508 1.070  C2 1.489, C4 1.542, H10 1.092, H11 1.094
4 C 1.469 -1.781 1.363  C3 1.542, H12 1.065, H13 1.089, H14 1.078
5 C 0.012 1.349 -0.565  C2 1.511, C6 1.520, H15 1.102, H16 1.091
6 C -1.423 1.529 -0.097  C5 1.520, N7 1.455, H17 1.088, H18 1.093
7 N -2.371 0.608 -0.703  C6 1.455, H19 1.008, H20 1.012
8 H 0.602 -0.448 -2.400  C1 1.083
9 H 1.135 -1.842 -1.308  C1 1.085
10 H 1.107 0.285 1.665  C3 1.092
11 H -0.339 -0.640 1.522  C3 1.094
12 H 1.567 -2.403 0.503  C4 1.065
13 H 1.035 -2.272 2.233  C4 1.089
14 H 2.443 -1.503 1.731  C4 1.078
15 H 0.644 2.009 0.051  C5 1.102
16 H 0.144 1.652 -1.605  C5 1.091
17 H -1.455 1.403 0.984  C6 1.088
18 H -1.755 2.563 -0.221  C6 1.093
19 H -2.906 1.065 -1.425  N7 1.008
20 H -1.856 -0.189 -1.057  N7 1.012